No. 1
Computed, not measured: CH6N3S2 as an isolated structure at a distorted geometry, with ωB97M-V with the def2-TZVPD basis set.

```
12
Properties=species:S:1:pos:R:3
C 0.10 -0.56 0.13
N 0.58 -1.70 -0.22
N 0.64 0.64 0.23
N -1.77 -0.46 0.00
S 2.26 1.09 -0.14
S -2.29 1.16 -0.01
H 1.44 -1.70 -0.65
H -0.13 -2.37 -0.54
H 0.09 1.34 0.58
H -1.90 -0.79 0.95
H 2.72 1.87 0.94
H -1.75 1.48 -1.27
```

Output
Frontier orbital gap = 8.971 eV
E = -27265.6129 eV
ΔE to the lowest compared entry with this formula, charge and spin = 56.4 kcal/mol
F_max = 4.56 eV/A
Net charge = +1



No. 2
Computed, not measured: one molecule with the formula CH6N4OS at a distorted geometry, with ωB97M-V with the def2-TZVPD basis set.

```
13
Properties=species:S:1:pos:R:3
C -0.16 -0.25 -0.16
H 3.06 -0.21 -0.44
H 2.35 -0.28 1.05
H 1.10 -1.82 -0.25
H 0.76 1.54 -0.04
H -1.87 1.86 0.36
H -3.30 -1.50 0.33
N 2.19 -0.04 0.07
N 1.13 -0.79 -0.41
N -0.15 1.10 0.15
N -1.16 -1.05 -0.22
O -1.22 1.83 -0.41
S -2.72 -0.39 -0.03
```

Output
Frontier orbital gap = 8.674 eV
E = -19974.3659 eV
ΔE to the lowest compared entry with this formula, charge and spin = 19.9 kcal/mol
F_max = 1.75 eV/A



No. 3
Computed, not measured: CH6N4S as an isolated structure at a distorted geometry, with ωB97M-V with the def2-TZVPD basis set.

```
12
Properties=species:S:1:pos:R:3
C 0.35 -1.43 0.95
N 1.02 0.49 -1.29
N 0.02 0.27 -0.58
N 1.30 1.77 -1.41
N -0.47 -0.66 0.05
S -2.25 0.26 1.22
H 0.76 -2.23 0.40
H 0.89 -0.91 1.76
H -0.45 -1.98 1.57
H 0.68 2.38 -0.87
H 1.56 2.05 -2.37
H -3.40 -0.02 0.58
```

Output
Frontier orbital gap (spin up / spin down) = 7.325 / 7.358 eV
E = -17924.1412 eV
ΔE to the lowest compared entry with this formula, charge and spin = 107.5 kcal/mol
F_max = 4.48 eV/A



No. 4
Computed, not measured: a 2-piece molecular cluster, CH6N5 overall at a distorted geometry, with ωB97M-V with the def2-TZVPD basis set.

```
12
Properties=species:S:1:pos:R:3
C -1.08 -1.66 0.92
N -1.64 -3.66 -1.46
N -1.14 -2.67 -1.44
N -0.61 -1.59 -1.32
N -0.58 -1.04 -0.08
N 0.74 1.15 -0.61
H -1.57 -2.62 0.88
H -1.01 -1.16 1.87
H 0.12 1.94 -0.79
H 1.19 0.88 -1.49
H 0.14 0.25 -0.26
H 1.46 1.42 0.06
```

Output
Frontier orbital gap = 10.245 eV
E = -8574.9748 eV
ΔE to the lowest compared entry with this formula, charge and spin = 38.9 kcal/mol
F_max = 3.60 eV/A
Net charge = +1